1.
Density functional theory data (ωB97M-V/def2-TZVPD) for a structure of composition C21H10Cl2MnN4O3S4.

CARTESIAN COORDINATES (ANGSTROEM)
Mn 0.1390 -0.1326 -0.1461
Cl -3.5943 3.5153 -4.5329
C -2.4145 3.0472 -3.3792
C -2.5815 1.8720 -2.6742
C -1.6210 1.5001 -1.7345
N -1.5902 0.3487 -0.9942
C -2.7811 -0.2998 -0.7764
O -3.8874 0.1880 -0.8910
C -2.5816 -1.7414 -0.4673
C -3.6677 -2.5721 -0.2178
C -3.4497 -3.9346 -0.1365
C -2.1567 -4.4049 -0.3059
C -1.1296 -3.4942 -0.5010
N -1.3298 -2.1863 -0.5789
C -0.4794 2.3169 -1.5238
C -0.3163 3.4916 -2.2566
C -1.2846 3.8548 -3.1710
Cl -1.0948 5.3020 -4.0726
N 0.3996 1.7733 -0.6255
C 1.2983 2.6189 -0.0229
O 1.1996 3.8279 0.0483
C 2.5000 1.8941 0.4700
C 3.5294 2.5756 1.1086
C 4.7066 1.8989 1.3671
C 4.8014 0.5721 0.9765
C 3.7026 -0.0369 0.3895
N 2.5698 0.6042 0.1398
H -3.4459 1.2537 -2.8510
H -4.6423 -2.1250 -0.1104
H -4.2669 -4.6150 0.0406
H -1.9439 -5.4616 -0.2879
H -0.1084 -3.8367 -0.5956
H 0.5527 4.1123 -2.1140
H 3.3766 3.6103 1.3683
H 5.5344 2.3945 1.8476
H 5.7123 0.0145 1.1229
H 3.7416 -1.0816 0.1137
O 1.3580 -3.5863 5.7015
C 1.1376 -2.9704 4.7080
S 1.7902 -3.4233 3.1109
C 1.0583 -2.1088 2.2266
C 0.2902 -1.2196 2.9177
S -0.4778 0.1113 2.1340
S 0.1296 -1.5065 4.6405
S 1.3178 -1.9605 0.5349

Output
expectation value of S²	1.024
2S+1	2
LUMO level (spin up / spin down)	-3.627 / -2.407	eV

Results of the Mulliken charge analysis, in e, for atoms 1 through 6:
1 Mn 0.09
2 Cl -0.22
3 C 0.00
4 C -0.68
5 C 0.39
6 N 0.12

2.
Density functional theory data (ωB97M-V/def2-TZVPD) for a cluster of 9 separate species, C12H42ClN2O14 in total.

CARTESIAN COORDINATES (ANGSTROEM)
Cl 0.9556 3.4168 1.8165
O 0.5335 4.0843 0.5617
O 0.6735 4.2853 2.9031
O 0.1772 2.2079 2.0304
O 2.4030 3.1793 1.8396
O 0.3096 2.6426 5.6141
H 0.6745 2.9090 4.7702
H 0.9477 2.0221 5.9663
O -2.3677 4.4465 3.0084
H -2.0871 3.7112 3.5532
H -1.6897 4.5200 2.3367
O -0.2933 -0.5205 4.2184
H 0.0797 -0.4581 5.0978
H -0.4840 0.3850 3.9738
O 4.5202 4.8391 3.7018
H 4.9384 5.5486 3.2139
H 3.7309 4.6356 3.2000
O 4.1493 3.0832 -0.5768
H 3.8573 3.5041 0.2318
H 3.3401 2.8589 -1.0363
O -2.3238 1.7993 0.5162
H -2.3330 0.8925 0.2100
H -1.3984 1.9923 0.6670
C 1.7667 -4.0174 6.2382
O 0.5800 -3.5883 5.5817
C 0.6257 -3.9524 4.1463
C 1.8192 -3.3566 3.2054
N 1.7105 -3.7803 1.7738
C 2.9831 -3.4245 1.0708
C 2.9300 -2.1910 0.1751
O 3.0251 -0.8975 0.8511
C 2.4594 0.1138 0.0544
H 1.5013 -4.0565 7.2946
H 2.6793 -3.4609 6.0247
H 2.0915 -5.0488 6.1016
H -0.2545 -3.5446 3.6493
H 0.6015 -5.0100 3.8834
H 2.7439 -3.8211 3.5481
H 1.9407 -2.2749 3.2630
H 1.5395 -4.7646 1.6250
H 3.3675 -4.2610 0.4872
H 3.8496 -3.3680 1.7297
H 2.0052 -2.3201 -0.3873
H 3.6174 -2.2126 -0.6706
H 1.3699 0.0852 0.0354
H 2.9117 0.0991 -0.9372
H 2.7959 1.0638 0.4695
C -3.4295 -1.9682 -7.8422
O -4.2179 -1.0680 -6.9795
C -4.6733 -1.5982 -5.7690
C -4.9067 -0.4295 -4.7564
N -3.7067 -0.0616 -4.0746
C -2.7789 0.9118 -4.7199
C -2.0557 1.8410 -3.7460
O -1.0586 1.1381 -2.9187
C -0.1390 1.9524 -2.3263
H -2.4225 -1.6603 -7.5605
H -3.3198 -1.8055 -8.9144
H -3.5566 -3.0196 -7.5844
H -3.8622 -2.2349 -5.4158
H -5.5664 -2.2209 -5.8217
H -5.6043 -0.7546 -3.9846
H -5.2747 0.3519 -5.4213
H -3.1974 -0.9338 -4.0703
H -3.2192 1.5763 -5.4633
H -2.0657 0.3673 -5.3387
H -2.8509 2.2681 -3.1350
H -1.6476 2.5263 -4.4890
H -0.4712 2.6735 -1.5795
H 0.2422 2.6765 -3.0463
H 0.8082 1.4758 -2.0737

Output
LUMO level	2.221	eV
charge	-1

Results of the Mulliken charge analysis, in e, for atoms 1 through 6:
1 Cl 1.60
2 O -0.73
3 O -0.71
4 O -0.47
5 O -0.70
6 O -0.63

3.
Density functional theory data (ωB97M-V/def2-TZVPD) for a cluster of 2 separate species, C5H7NP in total.

CARTESIAN COORDINATES (ANGSTROEM)
C 1.6025 0.2164 1.6588
C 1.3036 -0.8848 0.8825
C 0.8653 1.3759 1.4076
C 0.2033 -0.8501 0.0193
C -0.2076 1.3067 0.4744
N -0.6001 0.1831 -0.1200
P -2.7420 0.0639 -2.3086
H 2.2147 0.0991 2.4849
H 1.7392 -1.8035 0.9815
H 0.9834 2.2166 2.0996
H 0.0414 -1.7640 -0.4988
H -0.8351 2.1417 0.3289
H -3.1954 1.2038 -1.6133
H -3.3959 -0.8174 -1.4029

Output
LUMO level	-7.896	eV
charge	+1

Results of the Mulliken charge analysis, in e, for atoms 1 through 6:
1 C -0.17
2 C -0.55
3 C -0.47
4 C -0.07
5 C -0.17
6 N -0.21

4.
Density functional theory data (ωB97M-V/def2-TZVPD) for a cluster of 14 separate species, C22H39Cl26NO3 in total.

CARTESIAN COORDINATES (ANGSTROEM)
C 0.1553 1.3490 1.3248
C -1.2316 1.6226 0.7769
C -1.1479 2.5369 -0.4708
C -1.7240 3.8671 -0.2099
C -1.0676 5.0181 -0.2147
C 0.3708 5.2234 -0.4653
N 1.0970 5.0527 0.8173
C 2.4144 4.4346 0.6198
C -2.0735 6.0845 0.1310
O -1.9399 7.1302 0.6899
O -3.2931 5.5248 -0.2554
C -3.1484 4.2008 0.1570
O -3.9802 3.5698 0.7264
H 0.6974 0.8158 0.5532
H 0.0998 0.6855 2.1712
H 0.6788 2.2447 1.6158
H -1.8793 2.0942 1.5007
H -1.6301 0.6685 0.4819
H -0.1213 2.5642 -0.8005
H -1.7540 2.0708 -1.2460
H 0.7306 4.5234 -1.2102
H 0.5281 6.2397 -0.8030
H 0.5263 4.4088 1.3464
H 2.3988 3.6221 -0.1064
H 2.7284 4.0555 1.5803
H 3.0874 5.2109 0.3319
C 6.3165 6.3242 0.4991
Cl 5.3509 7.5029 -0.4062
Cl 5.6133 4.7090 0.4115
H 7.3151 6.2967 0.0777
H 6.3538 6.6312 1.5373
C -2.2234 -0.9880 -3.0286
Cl -2.2492 -0.2636 -4.6439
Cl -1.0934 -0.1497 -1.9590
H -3.2167 -0.9236 -2.6001
H -1.9188 -2.0212 -3.1161
C 8.5831 8.8619 -1.6587
Cl 9.4252 7.5430 -0.8241
Cl 9.2115 9.1014 -3.2922
H 7.5308 8.6143 -1.7208
H 8.7240 9.7734 -1.0912
C -0.7085 -4.6001 -1.5123
Cl -1.3335 -3.1855 -0.6567
Cl -0.5998 -4.3421 -3.2631
H 0.2805 -4.8236 -1.1301
H -1.3792 -5.4280 -1.3264
C -5.3667 0.6567 -6.3419
Cl -5.9662 2.0524 -5.4379
Cl -5.3264 0.9677 -8.0825
H -4.3619 0.4349 -6.0047
H -6.0230 -0.1847 -6.1557
C -2.0118 -6.0757 2.1378
Cl -3.3550 -4.9907 1.7879
Cl -1.3629 -6.7993 0.6487
H -1.2230 -5.5167 2.6283
H -2.3638 -6.8727 2.7800
C 3.2405 -2.7343 -2.2844
Cl 3.1464 -3.6065 -3.8185
Cl 1.7433 -1.8641 -1.9218
H 3.4277 -3.4486 -1.4917
H 4.0516 -2.0188 -2.3429
C -2.6716 -2.1378 4.1626
Cl -1.9548 -3.5803 4.8988
Cl -1.8546 -1.7472 2.6447
H -3.7110 -2.3448 3.9379
H -2.5903 -1.3068 4.8527
C 8.5919 5.2739 -3.5498
Cl 9.8087 4.0886 -4.0399
Cl 7.1804 4.5002 -2.8147
H 9.0336 5.9442 -2.8232
H 8.2709 5.8250 -4.4254
C -7.1340 -4.8783 -0.2146
Cl -6.7079 -3.7659 1.0929
Cl -5.7182 -5.3708 -1.1514
H -7.5894 -5.7609 0.2171
H -7.8306 -4.3799 -0.8772
C 0.7548 0.9121 6.7273
Cl 0.0546 2.3829 6.0445
Cl -0.1141 -0.5481 6.2289
H 1.7854 0.8287 6.4049
H 0.7032 0.9853 7.8065
C -2.5275 -9.9953 -0.5508
Cl -2.5541 -11.2031 -1.8420
Cl -3.5887 -8.6294 -0.9184
H -2.8684 -10.4621 0.3638
H -1.5134 -9.6321 -0.4313
C -2.7646 -9.8173 4.6348
Cl -3.3668 -8.3759 5.4582
Cl -2.6598 -9.5689 2.8856
H -1.7752 -10.0465 5.0107
H -3.4416 -10.6402 4.8275

Output
LUMO level	0.161	eV

Results of the Mulliken charge analysis, in e, for atoms 1 through 6:
1 C -1.02
2 C -0.40
3 C -0.21
4 C 0.04
5 C 0.04
6 C -0.91